Entry 1:
Molecular formula: C7H6
Method: DFT, ωB97M-V/def2-TZVPD

Positions of all 13 atoms, in Å:
C1 0.97 0.69 -2.52
C2 1.26 -0.27 -1.93
C3 -0.28 -0.33 0.84
C4 -1.23 0.38 1.19
C5 1.92 -1.38 -1.28
C6 1.50 -1.80 -0.15
C7 -2.08 1.23 1.95
H1 0.55 1.31 -3.31
H2 2.68 -1.89 -1.88
H3 1.60 -2.45 0.74
H4 -2.50 0.68 2.74
H5 -2.94 1.76 1.21
H6 -1.44 2.08 2.40

Lowest unoccupied orbital energy (spin up / spin down): -1.0 / -1.0 eV
Orbital gap (spin up / spin down): 7.76 / 7.77 eV
Relative energy (zero: lowest compared OMol25 entry of this formula, charge and spin): 7.083 eV
DFT total energy: -269.975804 a.u.

Entry 2:
Molecular formula: C7H6
Method: DFT, ωB97M-V/def2-TZVPD

Positions of all 13 atoms, in Å:
C1 3.11 -0.37 -0.05
C2 -2.96 -0.68 -0.04
C3 1.99 -0.75 -0.16
C4 -1.76 -0.55 0.21
C5 0.58 -0.95 -0.06
C6 -0.43 -0.08 0.10
C7 -0.28 1.33 0.01
H1 4.12 -0.11 -0.23
H2 -3.94 -0.92 0.35
H3 0.22 -2.00 -0.12
H4 0.76 1.48 -0.44
H5 -0.35 1.77 1.00
H6 -1.07 1.82 -0.58

Lowest unoccupied orbital energy: 0.0 eV
Orbital gap: 8.86 eV
SMILES string: C#C/C=C(\C)C#C
Relative energy (zero: lowest compared OMol25 entry of this formula, charge and spin): 2.210 eV
DFT total energy: -270.154892 a.u.

Entry 3:
Molecular formula: C7H6BF3N3O6S
Method: DFT, ωB97M-V/def2-TZVPD

Positions of all 27 atoms, in Å:
O1 -5.71 2.29 1.72
S1 -5.37 2.09 3.11
O2 -4.13 2.54 3.68
C1 -6.80 2.72 4.18
F1 -6.94 4.04 4.08
F2 -7.95 2.12 3.80
F3 -6.53 2.40 5.47
C2 -5.50 0.35 3.51
C3 -4.42 -0.13 4.49
C4 -4.68 -1.54 4.80
N1 -4.08 -2.28 5.79
O3 -3.16 -2.12 6.56
O4 -4.77 -3.54 5.72
N2 -5.65 -3.61 4.63
C5 -5.54 -2.36 4.06
C6 -6.34 -1.90 2.99
N3 -7.25 -2.71 2.21
O5 -7.33 -3.96 2.32
O6 -7.93 -2.06 1.38
C7 -6.27 -0.50 2.71
H1 -4.38 0.46 5.42
H2 -6.86 -0.09 1.91
H3 -3.47 0.00 4.02
B1 -1.16 -0.18 2.14
H4 -0.64 -0.21 3.26
H5 -1.57 -1.26 1.69
H6 -1.78 0.83 1.84

Lowest unoccupied orbital energy: 1.7 eV
Charge: -1
Orbital gap: 6.19 eV
Relative energy (zero: lowest compared OMol25 entry of this formula, charge and spin): 0.000 eV
DFT total energy: -1608.438977 a.u.

Entry 4:
Molecular formula: C7H6Cl2FeN2O3SSc
Method: DFT, ωB97M-V/def2-TZVPD

Positions of all 23 atoms, in Å:
Sc1 -0.69 -0.24 -3.87
Fe1 -0.43 0.54 -1.06
Cl1 -1.09 -2.36 -2.94
Cl2 -0.82 1.97 -2.73
C1 1.18 1.31 -0.53
C2 0.25 -1.87 -5.26
C3 0.24 0.96 -5.61
O1 1.58 2.34 -0.15
O2 0.54 -2.82 -5.86
O3 0.67 1.53 -6.53
C4 0.20 -1.92 2.76
N1 -0.06 -0.49 2.75
C5 0.39 0.45 3.67
C6 -0.03 1.68 3.23
N2 -0.68 1.45 2.04
C7 -0.69 0.13 1.72
S1 -1.32 -0.79 0.41
H1 -0.75 -2.48 2.75
H2 0.80 -2.21 1.87
H3 0.77 -2.16 3.66
H4 0.93 0.16 4.54
H5 0.09 2.64 3.67
H6 -1.07 2.19 1.46

Lowest unoccupied orbital energy (spin up / spin down): -16.2 / -20.0 eV
Charge: +4
<S²>: 8.81
Orbital gap (spin up / spin down): 7.54 / 3.67 eV
Spin multiplicity: 6
Relative energy (zero: lowest compared OMol25 entry of this formula, charge and spin): 2.255 eV
DFT total energy: -3946.791484 a.u.